[1]
Computed, not measured: an isolated molecule of C34H40N2O7 in a non-equilibrium geometry, with ωB97M-V with the def2-TZVPD basis set.

Summary:
Structure (SMILES): COc1cc([C@H](CCN2CCN(c3ccccc3)CC2)c2c(OC)cc(OC)c3c(C)cc(=O)oc23)cc(OC)c1OC

```
! wB97M-V def2-TZVPD RIJCOSX def2/J DEFGRID3
* xyz 0 1
C -1.1227 2.5898 4.6051
O 0.0534 2.0383 5.1573
C 0.8590 1.3008 4.3542
C 0.6934 1.1815 2.9778
C 1.5523 0.3930 2.2342
C 1.3801 0.1539 0.7471
C 0.5607 1.2217 0.0156
C 0.5657 0.9753 -1.4928
N 0.0487 2.1193 -2.2220
C -1.3913 2.2663 -2.0982
C -1.8176 3.5669 -2.7844
N -1.4480 3.5895 -4.1818
C -2.2977 3.0855 -5.1560
C -3.5128 2.4603 -4.8559
C -4.3659 2.0401 -5.8589
C -4.0395 2.2194 -7.1907
C -2.8432 2.8430 -7.5051
C -1.9905 3.2734 -6.5104
C -0.0182 3.4023 -4.2997
C 0.4138 2.0940 -3.6262
C 0.7966 -1.2324 0.5617
C 1.5192 -2.2277 -0.0965
O 2.7379 -1.8737 -0.5834
C 3.5104 -2.8239 -1.2767
C 0.9908 -3.5112 -0.2299
C -0.2460 -3.8415 0.2954
O -0.7766 -5.0856 0.1850
C -0.0523 -6.0948 -0.4764
C -1.0080 -2.8638 0.9786
C -2.2974 -3.0851 1.5898
C -2.9698 -4.4166 1.5533
C -2.9082 -2.0516 2.2197
C -2.3363 -0.7343 2.2924
O -2.8344 0.2361 2.8171
O -1.1205 -0.5711 1.6938
C -0.4552 -1.5703 1.0813
C 2.6008 -0.2643 2.8651
C 2.7942 -0.1470 4.2342
O 3.8056 -0.7643 4.9223
C 4.6683 -1.6183 4.2176
C 1.9146 0.6348 4.9940
O 2.0160 0.7264 6.3656
C 3.1544 1.4117 6.8420
H -1.6616 3.0221 5.4467
H -1.7450 1.8280 4.1269
H -0.8912 3.3805 3.8832
H -0.1182 1.6948 2.4960
H 2.3774 0.1372 0.2980
H -0.4608 1.2223 0.3864
H 1.0022 2.2006 0.2070
H 0.0009 0.0531 -1.7247
H 1.5986 0.8199 -1.8177
H -1.6568 2.3131 -1.0419
H -1.9197 1.4087 -2.5554
H -2.8879 3.7372 -2.6748
H -1.2886 4.3949 -2.3002
H -3.8031 2.2849 -3.8319
H -5.2952 1.5573 -5.5909
H -4.7064 1.8847 -7.9706
H -2.5748 3.0062 -8.5393
H -1.0820 3.7850 -6.7899
H 0.2861 3.3867 -5.3442
H 0.4780 4.2392 -3.7981
H 1.4985 1.9885 -3.7038
H -0.0588 1.2453 -4.1576
H 4.4214 -2.3020 -1.5658
H 3.0007 -3.1800 -2.1774
H 3.7721 -3.6757 -0.6409
H 1.5606 -4.2628 -0.7478
H -0.6810 -6.9824 -0.4236
H 0.9011 -6.3006 0.0200
H 0.1260 -5.8437 -1.5267
H -3.9229 -4.3685 2.0736
H -3.1387 -4.7287 0.5253
H -2.3432 -5.1701 2.0246
H -3.8676 -2.1716 2.6970
H 3.2587 -0.8759 2.2684
H 5.3577 -2.0174 4.9608
H 4.1237 -2.4451 3.7495
H 5.2362 -1.0783 3.4519
H 4.0801 0.9105 6.5457
H 3.0699 1.4101 7.9273
H 3.1703 2.4461 6.4799
*
```


[2]
Computed, not measured: a cluster of 2 separate species, C34H40N5O in total in a non-equilibrium geometry, with ωB97M-V with the def2-TZVPD basis set.

```
! wB97M-V def2-TZVPD RIJCOSX def2/J DEFGRID3
* xyz 1 1
C 2.7104 5.3852 -1.0693
N 2.4171 3.9841 -1.2620
C 3.4105 3.0673 -1.4958
O 4.6150 3.3154 -1.5327
C 2.7265 1.7178 -1.7042
C 3.3801 0.5056 -1.0080
C 4.8014 0.3108 -1.4135
C 5.3160 -0.0720 -2.6457
N 6.6964 -0.0008 -2.5967
C 7.0988 0.3994 -1.3286
C 8.3610 0.7219 -0.8455
C 8.4510 1.2306 0.4580
C 7.2957 1.4302 1.2333
C 6.0235 1.1168 0.7391
C 5.9243 0.5929 -0.5490
N 1.3741 1.9960 -1.2200
C 0.4574 1.0282 -1.0925
C -0.8589 1.2455 -0.6897
C -1.7308 0.1914 -0.4859
C -3.1422 0.3337 -0.3109
C -3.9725 -0.7789 -0.6089
C -5.3538 -0.6401 -0.6730
C -5.9397 0.6042 -0.4097
C -5.1473 1.6847 -0.0116
C -3.7634 1.5540 0.0750
C 1.0956 3.4313 -1.0035
C 0.6611 3.7301 0.4459
C 0.0838 4.0193 -2.0054
H 3.7617 5.5637 -1.3080
H 2.0751 6.0014 -1.7204
H 2.5249 5.6845 -0.0277
H 2.7139 1.5025 -2.7945
H 3.3416 0.6634 0.0835
H 2.7806 -0.3944 -1.2423
H 4.7876 -0.3681 -3.5460
H 7.3261 -0.2105 -3.3650
H 9.2277 0.5692 -1.4861
H 9.4252 1.4829 0.8833
H 7.3910 1.8448 2.2379
H 5.1089 1.2743 1.3126
H 0.7977 0.0137 -1.3353
H -1.2478 2.2644 -0.5769
H -1.3420 -0.8126 -0.6526
H -3.4976 -1.7385 -0.8349
H -5.9632 -1.5043 -0.9525
H -7.0229 0.7171 -0.5024
H -5.6094 2.6452 0.2215
H -3.1427 2.3784 0.4348
H 1.4794 3.4828 1.1379
H 0.4194 4.7984 0.5255
H -0.2232 3.1536 0.7265
H 0.5736 4.1329 -2.9820
H -0.7972 3.3801 -2.1099
H -0.2318 5.0084 -1.6501
C -3.7151 -5.9501 1.7429
N -4.2624 -4.6310 1.5564
C -5.7096 -4.5613 1.5323
C -6.0507 -3.0881 1.7842
C -4.7739 -2.4499 2.3578
C -3.6826 -3.5563 2.3439
C -2.3459 -3.1091 1.7954
C -1.8100 -3.6633 0.6270
C -0.5939 -3.1742 0.1435
C 0.0451 -2.1480 0.8752
N -0.5505 -1.5225 1.8882
C -1.6402 -2.0517 2.4308
H -2.6199 -5.9371 1.6926
H -4.0184 -6.4071 2.7045
H -4.0846 -6.6029 0.9410
H -6.0899 -4.9490 0.5751
H -6.1491 -5.1899 2.3288
H -6.3349 -2.5977 0.8471
H -6.8777 -2.9928 2.4937
H -4.4822 -1.5800 1.7557
H -4.9253 -2.1131 3.3885
H -3.5206 -3.8930 3.3960
H -2.3541 -4.4584 0.1170
H -0.1361 -3.5622 -0.7648
H 1.0460 -1.8032 0.5968
H -2.0114 -1.6461 3.3842
*
```


Number 1: E_LUMO 0.010 hartree, energy -1955.73259 Eh. Number 2: E_LUMO -0.165 hartree, energy -1668.38561 Eh.